Density functional theory data (wB97M-V/def2-TZVPD) for a molecular structure, C28H44BrN3OsP2 in a non-equilibrium geometry.

Calculated values
**Electronic energy**: -4603.20733 a.u.
**E_HOMO (alpha / beta)**: -17.78 / -19.86 eV
**Charge**: +4
**Orbital gap (alpha / beta)**: 5.47 / 4.73 eV
**Multiplicity**: 5
**Expectation value of S²**: 6.160
**Molecular weight**: 754.763 g mol⁻¹

Geometry (Å):
1 C 0.12225 4.41399 -2.28150
2 C 0.14010 3.05665 -2.71212
3 C 0.00525 2.82954 -4.09951
4 C -0.12512 3.93213 -4.97371
5 N -0.08362 5.19454 -4.53425
6 C -0.00109 5.45179 -3.21574
7 C 0.23250 1.95882 -1.74565
8 C -0.38974 1.77773 -0.59424
9 C -1.44637 2.23085 0.30074
10 C -1.20725 2.27014 1.66850
11 C -2.19666 2.52167 2.57343
12 C -3.50441 2.72275 2.10203
13 C -3.76481 2.73212 0.71979
14 C -2.74957 2.45907 -0.17499
15 Os 0.13796 0.04432 -0.03387
16 P 2.29377 -0.49331 0.07505
17 H -0.06789 1.82489 -4.48239
18 H 0.18780 4.63644 -1.21720
19 H -0.26240 3.76049 -6.05301
20 H -0.03237 6.50442 -2.89538
21 H -2.94600 2.33048 -1.22410
22 H -0.21338 1.97675 2.03320
23 H -4.77193 2.89917 0.35238
24 H -1.91200 2.55137 3.61576
25 C 2.52040 -2.01744 1.06818
26 C 3.30968 -3.13787 0.41433
27 H 1.50889 -2.36389 1.32297
28 H 2.98313 -1.70387 2.01443
29 H 3.41900 -3.95300 1.13851
30 H 2.79575 -3.54417 -0.46404
31 H 4.31878 -2.82336 0.12718
32 C 2.98123 -0.73622 -1.59589
33 C 3.02722 0.56660 -2.38981
34 H 2.29857 -1.45834 -2.07558
35 H 3.96771 -1.21512 -1.51114
36 H 3.25768 0.34518 -3.43987
37 H 2.04910 1.07471 -2.35596
38 H 3.77980 1.27092 -2.01242
39 C 3.20151 0.83169 0.93038
40 C 4.69333 0.52759 1.06302
41 H 2.72138 0.96731 1.91376
42 H 3.01209 1.75327 0.36025
43 H 5.20028 1.38805 1.51416
44 H 4.88388 -0.34036 1.70716
45 H 5.16710 0.34496 0.09059
46 Br -4.88818 2.87116 3.29754
47 P -1.17326 -1.51687 -0.64722
48 C -0.15926 -2.86568 -1.40368
49 C -0.93323 -4.17674 -1.55215
50 H 0.73538 -2.98490 -0.76053
51 H 0.18701 -2.47306 -2.37565
52 H -0.19561 -4.97956 -1.69560
53 H -1.53991 -4.40351 -0.66449
54 H -1.59849 -4.16069 -2.42517
55 C -2.23218 -2.22063 0.66048
56 C -3.59999 -2.65018 0.14183
57 H -2.34151 -1.41483 1.39840
58 H -1.68357 -3.02095 1.18147
59 H -4.25524 -2.85606 0.99446
60 H -4.08056 -1.86386 -0.44936
61 H -3.55863 -3.53962 -0.49561
62 C -2.19698 -0.82184 -2.01310
63 C -2.62366 -1.73332 -3.15097
64 H -1.57218 -0.00684 -2.40916
65 H -3.06028 -0.35295 -1.52426
66 H -2.95764 -1.08536 -3.96987
67 H -1.80111 -2.35222 -3.52470
68 H -3.46295 -2.37622 -2.86122
69 C -1.08917 0.21596 5.25016
70 N 0.02217 -0.41024 4.49929
71 C 1.10522 -1.01537 5.30574
72 C 0.12561 -0.32164 3.21440
73 N 0.28701 -0.49598 2.05813
74 H -1.05068 -0.13173 6.28478
75 H -2.05974 -0.05531 4.80959
76 H -0.99616 1.31101 5.26052
77 H 1.25872 -2.06871 5.03873
78 H 2.04778 -0.46963 5.15695
79 H 0.79977 -0.93706 6.34687

***

Density functional theory data (wB97M-V/def2-TZVPD) for a single C28H44O molecule.

Calculated values
**Electronic energy**: -1168.52260 a.u.
**SMILES string**: C=C1CC[C@H](O)C/C1=C\C=C1/CCC[C@@]2(C)[C@@H]([C@H](C)/C=C/[C@@H](C)C(C)C)CC[C@@H]12
**E_HOMO**: -7.78 eV
**Orbital gap**: 8.23 eV
**Molecular weight**: 396.659 g mol⁻¹

Geometry (Å):
1 C 3.18455 2.86808 -2.45830
2 C 3.37229 2.44384 -1.20986
3 C 4.74127 2.35702 -0.59489
4 C 5.10129 0.89363 -0.30041
5 C 3.86479 0.06522 0.09274
6 O 3.36029 -0.66321 -1.00804
7 C 2.77073 0.95706 0.69482
8 C 2.30761 1.96634 -0.32444
9 C 1.04583 2.43057 -0.41773
10 C -0.06171 2.05139 0.41483
11 C -1.32211 2.49359 0.29126
12 C -1.76629 3.45639 -0.77881
13 C -3.24192 3.24109 -1.12358
14 C -3.53368 1.74236 -1.08839
15 C -3.46567 1.21147 0.35390
16 C -4.86411 1.34211 0.97185
17 C -2.98243 -0.26137 0.55666
18 C -2.26403 -0.93782 -0.63018
19 C -3.26327 -1.43964 -1.67983
20 C -1.47692 -2.13695 -0.17827
21 C -0.18756 -2.32235 -0.40686
22 C 0.57859 -3.56662 -0.06568
23 C 0.97438 -4.24419 -1.38211
24 C 1.81049 -3.22481 0.79323
25 C 1.37131 -2.57458 2.10430
26 C 2.65529 -4.45949 1.10073
27 C -2.06462 -0.22989 1.79919
28 C -2.11667 1.18412 2.36887
29 C -2.46061 2.06786 1.17569
30 H 2.21302 2.88673 -2.92171
31 H 4.00592 3.21178 -3.06382
32 H 4.73786 2.92394 0.33984
33 H 5.48825 2.80105 -1.25372
34 H 5.84578 0.85270 0.49561
35 H 5.53869 0.43175 -1.18791
36 H 4.15166 -0.70513 0.81656
37 H 3.03587 -0.02780 -1.65871
38 H 1.94440 0.32055 1.00919
39 H 3.16684 1.46166 1.58073
40 H 0.85209 3.17954 -1.17211
41 H 0.16648 1.35733 1.20730
42 H -1.60201 4.48410 -0.43895
43 H -1.17065 3.31151 -1.68096
44 H -3.88951 3.77008 -0.42290
45 H -3.44838 3.63909 -2.11914
46 H -2.79308 1.26059 -1.72367
47 H -4.52199 1.54552 -1.50821
48 H -5.22040 2.36860 0.90903
49 H -5.57016 0.70702 0.43951
50 H -4.86250 1.04431 2.01692
51 H -3.86127 -0.87453 0.77695
52 H -1.56252 -0.23050 -1.08241
53 H -2.72917 -1.84510 -2.53682
54 H -3.92577 -0.65284 -2.02492
55 H -3.87435 -2.23414 -1.25505
56 H -2.05158 -2.90208 0.32882
57 H 0.39080 -1.56034 -0.91515
58 H -0.07138 -4.24380 0.50011
59 H 0.10144 -4.34132 -2.02498
60 H 1.72051 -3.64497 -1.89928
61 H 1.37927 -5.23710 -1.20798
62 H 2.42276 -2.51328 0.23094
63 H 2.23635 -2.27403 2.69215
64 H 0.76071 -1.69567 1.91414
65 H 0.78098 -3.27278 2.69510
66 H 3.44670 -4.20287 1.80224
67 H 3.12104 -4.85413 0.20255
68 H 2.04272 -5.23982 1.54944
69 H -2.36552 -0.97224 2.53801
70 H -1.04770 -0.46914 1.49386
71 H -1.18559 1.47603 2.85295
72 H -2.90878 1.26664 3.11465
73 H -2.95492 2.98188 1.52109

***

Relative energy (zero: lowest compared OMol25 entry of this formula, charge and spin) for every record listed, in sequence, given in kJ/mol: 389.06 98.31.